Computed, not measured: 2 unconnected molecules or ions with the total composition C4H7I at a distorted geometry, with wB97M-V/def2-TZVPD.

Element x y z (Å)
C1 -1.547860 -0.230140 1.126357
C2 1.200419 1.464426 -0.716446
C3 0.454271 0.442328 -0.194936
C4 0.713367 -0.951701 -0.334759
I1 -3.212495 0.119139 -0.106940
H1 -1.168166 -1.154577 1.517630
H2 -1.547486 0.690218 1.760839
H3 0.878052 2.507080 -0.407613
H4 2.008691 1.305665 -1.267436
H5 1.548754 -1.079589 -0.936908
H6 -0.073518 -1.536748 -1.027008
H7 0.745969 -1.576104 0.587216

Cartesian forces (eV/Å) of the 2 atoms listed first:
-2.4 1.8 1.3
-6.2 0.2 4.6

The largest force on an atom comes out at 7.672 eV/Å. The HOMO-LUMO gap (spin up / spin down) comes out at 7.8 / 8.0 eV. The expectation value of S² is 2.0232. The value obtained for the HOMO energy (spin up / spin down) is -7.4 / -9.3 eV. The total energy is -12355.584 eV. The value obtained for the LUMO energy (spin up / spin down) is 0.5 / -1.3 eV. The value obtained for the energy relative to the best compared isomer or geometry (same formula, charge and spin) is 45.3 kcal/mol. The multiplicity is 3.



Computed, not measured: a gas-phase ion, C4H7IN (charge +1) at a distorted geometry, with wB97M-V/def2-TZVPD.

Element x y z (Å)
C1 0.955470 2.184327 -0.532474
C2 0.524331 1.112055 -0.243421
C3 -0.314930 0.011498 -0.061547
C4 -0.756738 -0.232086 1.391821
N1 0.550784 -1.145172 -0.849881
I1 -2.310503 -0.123653 -1.125563
H1 1.641433 3.028748 -0.706650
H2 -1.572304 -0.878763 1.385980
H3 0.101306 -0.390105 2.124827
H4 -1.037956 0.714799 1.740131
H5 1.482201 -1.105882 -0.541797
H6 0.306626 -2.103972 -0.699829
H7 0.430280 -1.071794 -1.881596

Cartesian forces (eV/Å) of the 2 atoms listed first:
2.3 1.7 -0.2
-1.0 1.0 -0.5

The largest force on an atom comes out at 3.499 eV/Å. The HOMO-LUMO gap comes out at 9.1 eV. The value obtained for the HOMO energy is -14.0 eV. The total energy is -13842.304 eV. Its SMILES is C#C[C@](C)([NH3+])I. The value obtained for the LUMO energy is -4.9 eV. Its total charge is +1. The value obtained for the energy relative to the best compared isomer or geometry (same formula, charge and spin) is 68.1 kcal/mol.



Computed, not measured: C4H7IN2 in the gas phase at a distorted geometry, with wB97M-V/def2-TZVPD.

Element x y z (Å)
C1 -0.775267 -1.062913 0.454154
C2 -0.316131 1.721030 0.269064
C3 1.508297 -1.079334 -0.721750
C4 0.016979 -0.683490 -0.567609
N1 -2.013535 -0.623986 0.477650
N2 0.705226 2.371300 0.111680
I1 -2.321681 1.867786 0.855558
H1 -0.111930 -1.552741 1.317036
H2 1.547840 -2.122654 -1.145959
H3 1.834427 -0.287529 -1.361215
H4 1.891981 -1.176491 0.237359
H5 -0.336069 -0.093242 -1.468065
H6 -2.521262 -0.664757 1.364857
H7 0.891127 3.387022 0.177239

Cartesian forces (eV/Å) of the 2 atoms listed first:
0.3 -0.4 2.8
2.8 -0.6 -0.8

The largest force on an atom comes out at 3.958 eV/Å. The HOMO-LUMO gap (spin up / spin down) comes out at 7.1 / 7.1 eV. The value obtained for the HOMO energy (spin up / spin down) is -7.6 / -7.6 eV. The total energy is -15337.265 eV. The value obtained for the LUMO energy (spin up / spin down) is -0.5 / -0.5 eV. The value obtained for the energy relative to the best compared isomer or geometry (same formula, charge and spin) is 112.1 kcal/mol.



Computed, not measured: 2 unconnected molecules or ions with the total composition C4H7IN2 at a distorted geometry, with wB97M-V/def2-TZVPD.

Element x y z (Å)
C1 1.037057 -1.201070 0.876563
C2 0.324146 -0.109917 0.182974
N1 0.971170 0.988452 -0.082025
N2 0.222411 1.814714 -0.846824
C3 -0.964671 1.271341 -1.077587
C4 -1.035946 -0.078147 -0.502134
H1 1.494824 -1.762418 -0.008398
H2 0.447126 -1.976265 1.374202
H3 1.865593 -0.737201 1.600755
H4 -1.696480 1.594948 -1.841067
H5 -1.867950 -0.101319 0.276346
H6 -1.299638 -0.710019 -1.362902
I1 1.686467 4.503274 -2.132198
H7 1.069199 3.331686 -1.134561

Cartesian forces (eV/Å) of the 2 atoms listed first:
2.0 -0.3 0.1
0.0 0.6 -1.0

The largest force on an atom comes out at 3.628 eV/Å. The HOMO-LUMO gap comes out at 8.8 eV. The value obtained for the HOMO energy is -8.8 eV. The total energy is -15340.204 eV. Its SMILES is CC1=NN=CC1.I. The value obtained for the LUMO energy is 0.0 eV. The value obtained for the energy relative to the best compared isomer or geometry (same formula, charge and spin) is 44.3 kcal/mol.



Computed, not measured: C4H7IN4 in the gas phase at a distorted geometry, with wB97M-V/def2-TZVPD.

Element x y z (Å)
C1 -1.833832 1.572170 -1.596296
C2 -0.286058 0.645301 0.363849
C3 0.075334 -1.656243 0.666388
C4 1.904501 -0.119498 1.173992
N1 -1.823304 2.201557 -0.376368
N2 -1.006292 1.560163 0.514912
N3 -1.044403 0.604158 -1.776610
N4 0.532705 -0.264367 0.766326
I1 -0.709005 -0.621228 -3.305471
H1 -2.543354 2.122267 -2.264194
H2 0.444889 -2.290088 -0.256358
H3 0.348653 -2.073962 1.747107
H4 -0.991093 -1.597734 0.647589
H5 2.368490 -1.043221 0.950414
H6 2.401450 0.767972 0.542050
H7 2.161319 0.192751 2.202669

Cartesian forces (eV/Å) of the 2 atoms listed first:
-0.7 2.2 1.0
1.6 -1.5 -0.6

The largest force on an atom comes out at 4.450 eV/Å. The HOMO-LUMO gap comes out at 8.1 eV. The value obtained for the HOMO energy is -7.9 eV. The total energy is -18317.695 eV. The value obtained for the LUMO energy is 0.2 eV. The value obtained for the energy relative to the best compared isomer or geometry (same formula, charge and spin) is 76.4 kcal/mol.



Computed, not measured: 2 unconnected molecules or ions with the total composition C4H7IO2 at a distorted geometry, with wB97M-V/def2-TZVPD.

Element x y z (Å)
C1 0.944169 1.821493 -0.313519
C2 -0.456301 -0.021337 -1.106584
C3 0.104970 0.148326 1.329257
C4 0.337979 0.715060 -0.044234
O1 1.568016 2.728708 -0.691337
O2 3.402802 1.150945 0.958678
I1 3.744543 -0.436001 0.083541
H1 -1.244880 0.739086 -1.438282
H2 -1.001631 -0.736778 -0.516115
H3 0.020407 -0.577677 -1.874526
H4 0.863357 0.406086 2.056225
H5 0.278182 -1.036470 1.256980
H6 -0.892247 0.388450 1.848392
H7 2.250604 -1.172406 0.341195

Cartesian forces (eV/Å) of the 2 atoms listed first:
1.6 1.1 -0.7
-2.2 2.1 0.8

The largest force on an atom comes out at 3.169 eV/Å. The HOMO-LUMO gap comes out at 8.1 eV. The value obtained for the HOMO energy is -8.4 eV. The total energy is -16451.834 eV. The value obtained for the LUMO energy is -0.2 eV. The value obtained for the energy relative to the best compared isomer or geometry (same formula, charge and spin) is 110.2 kcal/mol.



> What is the formula in the fifth record?

C4H7IN4



> Which of these has the highest largest force on an atom?

C4H7I



> What is the formula in the fourth record?

C4H7IN2